[1]
The following is a quantum chemistry calculation of C29H25ClFN5O5 in the gas phase at a distorted geometry, from OMol25.

Last column: natural (NBO) charge in e.
Positions of all 66 atoms, in Å:
Cl  -3.7154  -2.5611  -1.6775  0.050
F  -0.8550  1.5592  -2.1446  -0.325
O  3.1709  -3.1482  -0.5410  -0.606
O  -1.4308  -3.2175  1.3982  -0.511
O  -3.1538  1.1717  2.2190  -0.602
O  -2.7541  -1.4504  1.0123  -0.600
O  -5.2248  1.3381  -1.4543  -0.266
N  4.3027  -1.1745  -0.2857  -0.392
N  -4.3279  0.6139  -2.1610  -0.128
N  -1.3305  1.0118  0.9200  -0.550
N  0.9187  0.8110  0.7996  -0.372
N  3.1921  0.7900  0.4243  -0.546
C  5.4549  -1.7813  -0.6769  0.062
C  -3.2894  0.4153  -1.3921  0.222
C  -2.6665  0.9978  1.1203  0.714
C  -2.2309  -1.7674  -2.0030  0.014
C  1.9531  -1.2601  0.2107  -0.290
C  0.7315  -1.9295  0.4372  -0.051
C  1.7190  3.1372  -1.0460  -0.600
C  2.0301  0.1218  0.4716  0.478
C  -3.4890  1.0234  -0.1154  -0.291
C  -5.5657  2.3438  0.7329  -0.682
C  -1.6526  -1.9408  1.0702  0.783
C  -0.3862  -1.2339  0.7792  -0.212
C  6.6314  -1.1099  -0.7318  -0.277
C  3.1092  -1.9785  -0.2260  0.650
C  -0.9427  0.2176  -2.1995  0.498
C  -0.3458  0.2193  0.8347  0.469
C  0.6955  3.2107  0.0807  -0.232
C  -1.1307  -2.5146  -2.3977  -0.260
C  5.5102  0.8698  0.0186  -0.233
C  0.0650  -1.8829  -2.6870  -0.167
C  -2.5848  -4.0057  1.7025  -0.074
C  1.0173  2.2061  1.1945  -0.222
C  0.1633  -0.5045  -2.6047  -0.317
C  6.6592  0.2555  -0.3712  -0.136
C  4.2817  0.1589  0.0672  0.437
C  0.6634  4.6121  0.6844  -0.601
C  -4.7463  1.5738  -0.2276  0.398
C  -2.1502  -0.3823  -1.8624  -0.218
C  -3.0865  -3.7410  3.1144  -0.637
H  -2.2946  -3.9250  3.8368  0.209
H  5.3410  -2.8265  -0.9287  0.257
H  0.7105  -3.0034  0.3366  0.256
H  -3.9254  -4.3964  3.3299  0.217
H  1.4662  3.8505  -1.8261  0.211
H  -3.4144  -2.7081  3.2032  0.232
H  2.7150  3.3618  -0.6715  0.201
H  -5.5630  3.4007  0.4670  0.231
H  7.5899  0.7996  -0.4083  0.228
H  -1.2208  -3.5856  -2.4811  0.234
H  -6.5938  1.9893  0.7099  0.233
H  0.4297  5.3451  -0.0831  0.213
H  1.0742  0.0147  -2.8586  0.230
H  5.4745  1.9084  0.3013  0.242
H  2.0371  2.3670  1.5473  0.230
H  0.9206  -2.4673  -2.9867  0.228
H  0.3044  2.3499  2.0102  0.234
H  -0.0936  4.6778  1.4616  0.213
H  1.6291  4.8643  1.1181  0.197
H  1.7359  2.1458  -1.4894  0.199
H  7.5292  -1.6150  -1.0450  0.235
H  -2.2523  -5.0391  1.5857  0.190
H  -3.3695  -3.7801  0.9735  0.203
H  -0.2941  2.9791  -0.3164  0.228
H  -5.1456  2.2173  1.7268  0.272

As for the strongest force on any atom: 1.323 eV/Å. As for the SMILES: CCOC(=O)c1cc2c(=O)n3ccccc3nc2n(CC(C)C)/c1=N/C(=O)c1c(-c2c(F)cccc2Cl)noc1C. For the total energy, the calculation gives -2330.186170 Ha. The energy relative to the best compared isomer or geometry (same formula, charge and spin) is 1.31 kJ/mol. As for the net charge: 0. The HOMO-LUMO gap comes out at 0.2749 Ha.

[2]
The following is a quantum chemistry calculation of a molecular structure, C29H25F2N5O4STc at a distorted geometry, from OMol25.

Last column: natural (NBO) charge in e.
Positions of all 67 atoms, in Å:
Tc  0.1332  -0.1122  -0.3445  1.125
S  1.6176  -0.9671  -2.4113  -0.184
F  1.5388  1.3887  5.9068  -0.316
F  4.0648  1.7488  2.0002  -0.322
O  1.6158  -1.2184  0.5063  -0.725
O  -1.1125  -1.7427  0.1215  -0.663
O  -1.2337  1.1346  -1.1484  -0.698
O  1.1593  -1.2684  2.7160  -0.658
N  -0.1594  -2.3679  -3.7775  -0.581
N  1.3393  1.6103  -0.5894  -0.428
N  -0.8530  0.4483  1.2768  -0.172
N  -1.5887  -0.4102  1.9192  -0.304
N  2.0870  -2.5427  -4.4236  -0.597
C  -3.7910  -4.7578  3.1309  -0.197
C  0.4377  1.7105  3.8624  -0.310
C  -1.6443  -1.5867  1.2834  0.553
C  1.9135  2.3121  0.4060  0.256
C  -1.1787  4.1439  0.9479  -0.134
C  -2.3880  -2.6770  1.9214  -0.051
C  0.4846  1.9021  2.4888  0.167
C  -1.4994  5.1087  0.0094  -0.275
C  1.4416  2.1075  -1.8369  0.075
C  1.7255  1.9493  1.8339  -0.215
C  -2.5714  -3.8857  1.2526  -0.194
C  -0.7714  -2.9976  -4.9362  -0.418
C  2.6758  3.4484  0.1435  -0.218
C  1.7091  -1.6840  1.7123  0.662
C  2.7935  3.9319  -1.1417  -0.140
C  1.6035  1.5558  4.5782  0.449
C  -0.8445  1.8106  1.7460  -0.128
C  2.0722  -3.8061  -5.1487  -0.417
C  2.8406  1.5537  3.9711  -0.352
C  1.1269  -2.0448  -3.6186  0.346
C  -1.7397  3.3759  -1.6341  -0.275
C  2.8640  1.7532  2.6099  0.452
C  -1.7964  4.7107  -1.2879  -0.197
C  -1.1044  2.7951  0.6198  -0.146
C  -1.3691  2.3843  -0.7089  0.338
C  -3.2709  -4.9177  1.8549  -0.220
C  -3.5989  -3.5602  3.8091  -0.219
C  2.1338  3.2512  -2.1533  -0.242
C  -2.9028  -2.5251  3.2129  -0.179
H  3.1452  3.9623  0.9697  0.231
H  1.5586  -3.7208  -6.1057  0.201
H  1.6133  -4.6009  -4.5597  0.202
H  -2.0561  5.4444  -2.0414  0.210
H  -4.3533  -5.5584  3.5943  0.211
H  3.3730  4.8201  -1.3542  0.223
H  -0.5370  -4.0593  -4.9971  0.201
H  -1.6482  1.9192  2.4775  0.231
H  -3.4107  -5.8521  1.3261  0.210
H  -1.8497  -2.9001  -4.8508  0.227
H  -0.9833  4.4280  1.9775  0.202
H  -0.4555  -2.5091  -5.8591  0.201
H  3.1014  -4.0919  -5.3472  0.222
H  -0.7694  -1.9336  -3.1047  0.431
H  -1.9616  3.0436  -2.6415  0.215
H  -3.9881  -3.4347  4.8114  0.213
H  2.3844  -2.5590  1.7806  0.083
H  -0.5080  1.6350  4.3825  0.235
H  2.1540  3.5975  -3.1767  0.226
H  2.9927  -2.1884  -4.1646  0.419
H  0.9245  1.5539  -2.6043  0.234
H  -1.5260  6.1532  0.2910  0.211
H  3.7481  1.3786  4.5304  0.246
H  -2.1654  -3.9998  0.2561  0.227
H  -2.7426  -1.5909  3.7297  0.237

As for the strongest force on any atom: 1.122 eV/Å. For the total energy, the calculation gives -2373.610275 Ha. As for the spin multiplicity: 4. The energy relative to the best compared isomer or geometry (same formula, charge and spin) is 24.93 kJ/mol. As for the net charge: 0. The HOMO-LUMO gap (alpha / beta) comes out at 0.2556 / 0.2530 Ha.

[3]
The following is a quantum chemistry calculation of a molecular structure, C29H25FN9O3Ru, from OMol25.

Last column: natural (NBO) charge in e.
Positions of all 68 atoms, in Å:
Ru  0.3759  -1.0724  0.2076  1.249
F  1.1106  -2.7768  0.7138  -0.616
O  0.1797  -1.2454  -1.7884  -0.630
O  2.7560  0.1264  2.0050  -0.743
O  2.2865  -0.4653  -0.1158  -0.666
N  -2.1446  1.2818  1.5913  -0.479
N  1.3917  -2.0516  -5.0112  -0.361
N  -1.8614  -3.8654  2.0284  -0.516
N  -1.4314  -2.1835  0.6490  -0.485
N  -2.5159  0.2128  -5.2940  -0.395
N  -1.7664  -0.0504  -2.0241  -0.838
N  0.1126  0.9184  -0.2824  -0.389
N  -0.5542  2.6970  2.2557  -0.540
N  0.2003  -0.8124  2.3486  -0.592
C  -1.4355  4.7929  1.1250  -0.252
C  0.4873  -1.5222  -4.5318  0.307
C  -3.4322  2.9680  0.2327  -0.208
C  -0.7174  -0.7357  -2.5467  0.659
C  -3.4455  4.2943  -0.1498  -0.229
C  -1.6465  -0.3060  -4.7369  0.295
C  4.7671  0.2740  -1.0094  -0.179
C  0.5882  3.2379  -1.3392  -0.732
C  -0.3651  0.3572  3.0667  -0.260
C  4.4330  0.3497  0.3390  -0.108
C  -1.0378  1.4180  2.2618  0.397
C  -2.1965  -3.1452  -0.0402  0.165
C  0.2982  1.9505  -0.7333  0.482
C  6.9806  1.0606  -0.4991  -0.196
C  -0.3254  -2.0889  2.8602  -0.260
C  -3.7048  -5.3409  -0.8207  -0.200
C  -3.2372  -5.3047  0.4771  -0.228
C  -2.4798  -4.1986  0.8330  0.094
C  -3.4273  -4.3010  -1.7151  -0.211
C  -2.4643  5.1961  0.2956  -0.213
C  5.3765  0.7772  1.2661  -0.184
C  -1.4195  3.4495  1.4888  0.077
C  3.0571  -0.0212  0.8061  0.782
C  -2.4025  2.5407  1.0712  0.138
C  -0.6234  -0.8700  -3.9410  -0.536
C  -2.6844  -3.1970  -1.3446  -0.205
C  -1.2332  -2.6920  1.8444  0.458
C  6.6497  1.1305  0.8478  -0.228
C  6.0396  0.6331  -1.4263  -0.223
H  6.2996  0.5717  -2.4750  0.217
H  -2.5180  6.2304  -0.0176  0.221
H  0.4945  -2.7804  3.0475  0.259
H  1.4939  3.6478  -0.8942  0.266
H  -4.1939  2.2748  -0.0994  0.227
H  -3.4426  -6.1032  1.1777  0.219
H  7.9754  1.3354  -0.8262  0.212
H  -1.9083  0.0001  -1.0286  0.417
H  -0.8677  -1.9378  3.7963  0.207
H  0.4361  0.8107  3.6534  0.223
H  -2.4922  -2.4116  -2.0538  0.235
H  -4.2304  4.6537  -0.8016  0.223
H  -0.2447  3.9211  -1.1818  0.274
H  0.7489  3.0922  -2.4070  0.278
H  0.3003  3.0021  2.6887  0.426
H  4.0286  -0.0779  -1.7170  0.241
H  -1.1168  -0.0015  3.7690  0.223
H  -1.7740  -4.4521  2.8394  0.425
H  1.2352  -0.7333  2.4412  0.478
H  -3.8018  -4.3624  -2.7280  0.225
H  7.3859  1.4576  1.5707  0.211
H  5.0961  0.8244  2.3097  0.228
H  -2.4716  0.3160  -2.6420  0.421
H  -0.6805  5.4893  1.4669  0.223
H  -4.2906  -6.1872  -1.1532  0.220

As for the strongest force on any atom: 0.403 eV/Å. For the total energy, the calculation gives -2033.492825 Ha. As for the spin multiplicity: 2. The energy relative to the best compared isomer or geometry (same formula, charge and spin) is 110.44 kJ/mol. As for the net charge: 0. The HOMO-LUMO gap (alpha / beta) comes out at 0.2837 / 0.2452 Ha.

Question: The highest strongest force on any atom belongs to which entry?
Answer: C29H25ClFN5O5

Question: What is the formula in the second record?
Answer: C29H25F2N5O4STc